Record 1
{
  "formula": "C37H66O33",
  "method": "ωB97M-V/def2-TZVPD",
  "elements": ["C", "C", "C", "O", "C", "O", "O", "H", "H", "H", "H", "H", "H", "C", "C", "C", "O", "C", "O", "O", "H", "H", "H", "H", "H", "H", "C", "C", "C", "O", "C", "O", "O", "H", "H", "H", "H", "H", "H", "C", "C", "C", "O", "C", "O", "O", "H", "H", "H", "H", "H", "H", "C", "O", "C", "O", "O", "C", "H", "H", "H", "H", "H", "H", "C", "O", "C", "O", "O", "C", "H", "H", "H", "H", "H", "H", "C", "O", "C", "O", "O", "C", "H", "H", "H", "H", "H", "H", "C", "O", "C", "O", "O", "C", "H", "H", "H", "H", "H", "H", "C", "O", "C", "O", "O", "C", "H", "H", "H", "H", "H", "H", "C", "O", "C", "O", "O", "C", "H", "H", "H", "H", "H", "H", "C", "O", "C", "O", "O", "C", "H", "H", "H", "H", "H", "H"],
  "xyz": [[-1.81, 3.87, 3.86], [-1.80, 2.99, 2.64], [-2.32, 1.55, 2.83], [-3.36, 1.43, 1.87], [-3.53, 2.60, 1.21], [-4.37, 2.77, 0.39], [-2.61, 3.51, 1.59], [-2.81, 3.79, 4.32], [-1.73, 4.92, 3.58], [-1.06, 3.58, 4.59], [-0.76, 2.93, 2.29], [-2.65, 1.39, 3.86], [-1.54, 0.80, 2.67], [-4.77, -1.38, 1.33], [-4.83, -2.90, 1.23], [-6.14, -3.61, 1.58], [-6.14, -4.71, 0.69], [-5.37, -4.41, -0.39], [-5.32, -5.04, -1.39], [-4.70, -3.25, -0.17], [-5.76, -0.96, 1.13], [-4.10, -1.04, 0.53], [-4.38, -1.03, 2.28], [-3.98, -3.31, 1.78], [-7.00, -2.96, 1.42], [-6.06, -3.90, 2.63], [-1.20, 0.63, -0.59], [-0.69, -0.52, 0.24], [-0.88, -1.90, -0.37], [0.42, -2.53, -0.25], [1.33, -1.58, 0.09], [2.50, -1.75, 0.02], [0.75, -0.40, 0.37], [-1.05, 1.63, -0.18], [-2.28, 0.50, -0.73], [-0.77, 0.59, -1.59], [-1.10, -0.44, 1.25], [-1.12, -1.84, -1.43], [-1.61, -2.48, 0.20], [-6.23, 0.02, -1.54], [-5.59, 0.42, -2.85], [-4.72, 1.68, -2.70], [-3.38, 1.22, -2.89], [-3.37, -0.09, -3.26], [-2.39, -0.67, -3.58], [-4.59, -0.61, -3.15], [-6.58, -1.01, -1.64], [-7.18, 0.55, -1.41], [-5.53, 0.11, -0.73], [-6.26, 0.35, -3.70], [-4.75, 2.10, -1.70], [-4.98, 2.43, -3.45], [-0.57, 3.17, -3.85], [0.30, 3.95, -3.03], [0.93, 5.02, -3.54], [1.78, 5.60, -2.92], [0.44, 5.37, -4.73], [0.92, 6.59, -5.28], [-1.42, 3.76, -4.20], [-0.96, 2.37, -3.24], [-0.03, 2.81, -4.72], [0.31, 6.85, -6.15], [1.96, 6.45, -5.54], [0.79, 7.42, -4.58], [-1.79, -5.45, 5.69], [-1.37, -4.43, 4.78], [-2.29, -3.86, 4.02], [-3.47, -4.03, 4.07], [-1.75, -3.00, 3.14], [-0.35, -2.79, 3.08], [-0.90, -5.93, 6.09], [-2.33, -6.22, 5.16], [-2.32, -4.99, 6.52], [0.11, -3.59, 2.49], [0.10, -2.80, 4.07], [-0.10, -1.95, 2.44], [5.76, 0.69, -1.28], [4.44, 0.95, -1.72], [3.81, 0.01, -2.44], [4.20, -1.10, -2.66], [2.65, 0.56, -2.79], [1.50, -0.16, -3.23], [6.47, 0.52, -2.08], [5.78, -0.10, -0.53], [6.07, 1.62, -0.81], [1.06, -0.63, -2.36], [1.68, -0.90, -4.01], [0.88, 0.66, -3.56], [1.97, 3.02, -0.22], [0.81, 3.57, 0.45], [0.73, 4.89, 0.54], [1.40, 5.69, -0.05], [-0.24, 5.18, 1.42], [-0.48, 6.58, 1.58], [2.89, 3.43, 0.15], [1.74, 3.07, -1.29], [1.91, 1.96, 0.01], [0.45, 7.13, 1.66], [-1.07, 6.70, 2.49], [-1.08, 6.91, 0.74], [-0.54, -3.60, -3.89], [0.83, -3.28, -3.68], [1.61, -4.00, -2.87], [2.79, -3.88, -2.86], [0.89, -4.84, -2.11], [1.54, -5.50, -1.05], [-0.98, -2.75, -4.40], [-1.12, -3.78, -2.98], [-0.63, -4.48, -4.52], [0.75, -5.86, -0.39], [2.14, -4.84, -0.42], [2.12, -6.35, -1.39], [2.25, 4.02, 5.01], [2.49, 3.48, 3.72], [3.13, 2.31, 3.65], [3.57, 1.71, 4.60], [3.20, 1.96, 2.39], [3.96, 0.79, 2.09], [3.08, 3.81, 5.69], [1.38, 3.52, 5.44], [2.08, 5.08, 4.88], [3.66, 0.06, 2.84], [5.03, 0.98, 2.18], [3.74, 0.37, 1.11], [4.89, -3.94, 0.71], [6.32, -3.79, 0.65], [6.81, -3.35, -0.50], [6.19, -3.19, -1.51], [8.12, -3.11, -0.34], [8.81, -2.67, -1.50], [4.61, -4.88, 0.24], [4.43, -3.10, 0.20], [4.66, -3.86, 1.77], [9.76, -2.28, -1.15], [8.27, -1.84, -1.95], [8.99, -3.48, -2.20]],
  "mulliken_charge": [-1.5403, 1.6833, 0.0165, -0.1383, 0.5918, -0.6539, -0.3650, 0.4933, 0.1275, 0.2379, -0.6291, 0.4092, 0.0333, -0.7465, 0.8353, -0.4061, -0.3771, 0.4196, -0.5379, -0.1728, 0.4988, -0.3010, 0.4138, -0.2322, 0.3081, 0.3401, 0.5748, 1.6642, 0.6310, -0.2008, -0.1824, -0.2379, 0.3009, -0.3908, -0.3137, -0.5224, -1.2104, -0.4236, -0.0384, -0.9545, 0.2429, -0.2610, -0.1147, 0.5963, -0.4877, -0.3850, 0.3411, 0.4574, -0.1475, 0.3731, 0.0765, 0.3186, -0.2857, 0.1460, 0.5235, -0.5033, -0.3530, -0.7340, 0.3427, -0.2549, 0.4006, 0.2365, 0.2932, 0.2967, -0.7244, -0.3477, 0.6033, -0.5472, 0.0278, -0.4503, 0.2454, 0.3137, 0.2948, 0.3586, 0.5325, -0.2366, -0.7345, -0.1620, 0.6063, -0.5477, -0.2425, 0.0150, 0.3289, 0.1865, 0.2958, -0.2388, 0.4914, -0.0904, -0.6577, 0.6566, -0.1535, -0.5372, 0.1075, -0.9743, 0.5292, 0.2361, -0.3166, 0.3531, 0.2653, 0.2813, -0.6928, -0.2493, 0.8462, -0.4871, -0.3474, -0.4203, 0.2031, 0.3128, 0.3313, 0.2907, -0.0934, 0.3276, -0.8341, -0.1998, 0.6494, -0.5967, 0.0024, -0.3883, 0.3799, 0.2707, 0.2408, 0.4030, 0.4136, -0.3115, -0.3166, -0.4041, 0.7741, -0.4783, -0.3664, -0.5534, 0.3457, 0.0403, 0.2777, 0.2385, 0.2144, 0.2873],
  "e_lumo_ev": 0.078,
  "multiplicity": 1,
  "smiles": "C[C@H]1COC(=O)O1.C[C@H]1COC(=O)O1.C[C@H]1COC(=O)O1.C[C@H]1COC(=O)O1.COC(=O)OC.COC(=O)OC.COC(=O)OC.COC(=O)OC.COC(=O)OC.COC(=O)OC.COC(=O)OC",
  "total_energy_ha": -3932.45233,
  "total_charge": 0
}


Record 2
{
  "formula": "C24H36F6N12PV",
  "method": "ωB97M-V/def2-TZVPD",
  "elements": ["V", "P", "F", "F", "F", "F", "F", "F", "C", "C", "N", "H", "H", "H", "C", "C", "N", "H", "H", "H", "C", "C", "N", "H", "H", "H", "C", "C", "N", "H", "H", "H", "C", "C", "N", "H", "H", "H", "C", "C", "N", "H", "H", "H", "C", "C", "N", "H", "H", "H", "C", "C", "N", "H", "H", "H", "C", "C", "N", "H", "H", "H", "C", "C", "N", "H", "H", "H", "C", "C", "N", "H", "H", "H", "C", "C", "N", "H", "H", "H"],
  "xyz": [[-18.85, -1.03, -10.64], [-15.82, -3.29, -10.62], [-15.14, -2.23, -11.71], [-16.85, -2.02, -10.20], [-16.87, -3.69, -11.66], [-16.52, -4.21, -9.53], [-14.80, -4.50, -11.04], [-14.74, -2.74, -9.60], [-15.74, 1.54, -13.11], [-16.97, 0.85, -12.72], [-17.83, 0.37, -12.14], [-15.58, 2.35, -12.40], [-15.70, 1.81, -14.11], [-14.87, 0.80, -12.97], [-17.05, -1.94, -15.31], [-18.17, -1.02, -15.32], [-18.80, -0.08, -15.22], [-16.66, -2.07, -16.34], [-17.39, -2.94, -14.96], [-16.28, -1.62, -14.64], [-16.32, -3.08, -6.64], [-17.25, -1.98, -6.36], [-18.04, -1.16, -6.21], [-16.87, -3.97, -7.03], [-15.76, -3.35, -5.78], [-15.59, -2.73, -7.39], [-12.88, 3.36, -8.27], [-14.13, 2.94, -9.04], [-15.16, 2.68, -9.53], [-12.28, 4.01, -8.89], [-12.26, 2.49, -8.24], [-13.19, 3.71, -7.29], [-22.75, 1.42, -11.07], [-21.46, 0.77, -10.82], [-20.66, 0.04, -10.49], [-22.83, 2.17, -11.82], [-23.10, 1.85, -10.07], [-23.44, 0.67, -11.36], [-17.36, 1.54, -7.05], [-17.85, 0.78, -8.18], [-18.20, 0.28, -9.14], [-17.06, 0.77, -6.35], [-18.16, 2.12, -6.55], [-16.50, 2.13, -7.41], [-21.41, -3.97, -8.21], [-20.53, -3.11, -8.94], [-19.75, -2.52, -9.56], [-21.42, -3.63, -7.14], [-21.02, -4.94, -8.23], [-22.43, -3.96, -8.61], [-21.10, 2.48, -15.27], [-21.63, 1.41, -14.48], [-22.06, 0.49, -13.90], [-20.16, 2.11, -15.69], [-20.88, 3.29, -14.54], [-21.77, 2.89, -16.09], [-25.78, -2.93, -13.40], [-24.56, -3.38, -12.85], [-23.54, -3.64, -12.37], [-25.46, -2.57, -14.36], [-26.17, -2.03, -12.85], [-26.50, -3.75, -13.58], [-12.31, -1.79, -11.44], [-12.63, -0.62, -12.28], [-12.90, 0.43, -12.71], [-12.76, -2.66, -11.89], [-12.74, -1.63, -10.45], [-11.22, -1.78, -11.35], [-17.69, -7.55, -10.05], [-19.00, -6.89, -10.00], [-20.03, -6.35, -10.03], [-17.36, -7.73, -11.10], [-17.70, -8.48, -9.45], [-17.00, -6.76, -9.71], [-20.73, -3.39, -14.28], [-20.25, -2.62, -13.14], [-19.71, -2.06, -12.30], [-19.94, -4.04, -14.64], [-21.02, -2.73, -15.10], [-21.59, -4.09, -14.05]],
  "lowdin_spin": [2.7060, 0.0010, 0.0003, 0.0246, 0.0014, 0.0001, 0.0000, -0.0001, 0.0030, 0.0186, 0.0077, 0.0006, 0.0004, 0.0008, 0.0000, 0.0001, 0.0001, 0.0000, 0.0000, 0.0000, 0.0000, 0.0002, 0.0005, 0.0000, 0.0000, 0.0000, 0.0000, 0.0000, 0.0001, 0.0000, 0.0000, 0.0000, 0.0065, 0.0357, 0.0064, 0.0007, 0.0013, 0.0013, 0.0062, 0.0348, 0.0092, 0.0010, 0.0012, 0.0013, 0.0102, 0.0503, 0.0054, 0.0020, 0.0016, 0.0019, 0.0000, 0.0001, 0.0003, 0.0000, 0.0000, 0.0000, 0.0000, 0.0000, 0.0002, 0.0000, 0.0000, 0.0000, 0.0000, 0.0001, 0.0001, 0.0000, 0.0000, 0.0000, 0.0000, 0.0001, 0.0001, 0.0000, 0.0000, 0.0000, 0.0066, 0.0368, 0.0092, 0.0014, 0.0012, 0.0011],
  "e_lumo_ev": [-1.634, -1.645],
  "multiplicity": 4,
  "s_squared": 3.76,
  "total_energy_ha": -3477.76648,
  "total_charge": 1
}


Record 3
{
  "formula": "C7H12Cl2O3S",
  "method": "ωB97M-V/def2-TZVPD",
  "elements": ["C", "C", "Cl", "C", "Cl", "C", "C", "C", "O", "S", "O", "O", "C", "H", "H", "H", "H", "H", "H", "H", "H", "H", "H", "H", "H"],
  "xyz": [[2.39, 0.77, 0.26], [1.65, -0.47, 0.71], [2.83, -1.52, 1.59], [0.97, -1.33, -0.35], [2.05, -1.60, -1.75], [-0.42, -0.89, -0.85], [-0.58, 0.59, -1.26], [-0.80, 1.64, -0.18], [-2.17, 1.74, 0.24], [-2.91, 0.58, 1.12], [-3.10, 1.13, 2.43], [-1.67, -0.47, 1.24], [-1.53, -1.34, 0.10], [1.72, 1.51, -0.16], [2.88, 1.23, 1.12], [3.16, 0.51, -0.47], [0.91, -0.22, 1.47], [0.85, -2.31, 0.11], [-0.58, -1.46, -1.76], [0.30, 0.87, -1.85], [-1.42, 0.66, -1.94], [-0.57, 2.62, -0.58], [-0.18, 1.49, 0.70], [-1.31, -2.33, 0.50], [-2.48, -1.40, -0.44]],
  "mulliken_charge": [-1.3020, 0.0487, -0.1799, -0.1795, -0.1543, 0.4202, -1.0716, -0.5820, -0.3731, 0.6030, -0.5090, -0.3220, -1.0760, 0.2959, 0.3830, 0.4001, 0.2226, 0.4844, 0.3663, 0.4788, 0.4375, 0.2992, 0.4440, 0.4216, 0.4441],
  "e_lumo_ev": 0.502,
  "multiplicity": 1,
  "de_lowest_kcal_mol": 0.0,
  "total_energy_ha": -1818.20106,
  "total_charge": 0
}


Record 4
{
  "formula": "C26H69B2CuN3O16V2",
  "method": "ωB97M-V/def2-TZVPD",
  "elements": ["O", "V", "O", "V", "Cu", "C", "O", "O", "O", "C", "O", "O", "O", "B", "H", "H", "H", "H", "B", "H", "H", "H", "H", "C", "O", "C", "C", "N", "C", "C", "O", "C", "H", "H", "H", "H", "H", "H", "H", "H", "H", "H", "H", "H", "H", "H", "H", "C", "O", "C", "C", "N", "C", "C", "O", "C", "H", "H", "H", "H", "H", "H", "H", "H", "H", "H", "H", "H", "H", "H", "H", "C", "O", "C", "C", "N", "C", "C", "O", "C", "H", "H", "H", "H", "H", "H", "H", "H", "H", "H", "H", "H", "H", "H", "H", "C", "C", "C", "O", "H", "H", "H", "H", "H", "H", "H", "H", "C", "C", "C", "O", "H", "H", "H", "H", "H", "H", "H", "H"],
  "xyz": [[-24.99, 18.92, 17.38], [-25.89, 19.51, 16.25], [-24.15, 17.46, 12.45], [-25.20, 18.61, 12.89], [-24.43, 23.31, 14.68], [-27.22, 17.88, 14.62], [-26.92, 17.67, 15.79], [-26.63, 17.18, 13.79], [-26.98, 19.07, 14.36], [-23.86, 20.26, 14.63], [-24.06, 20.28, 13.44], [-24.39, 21.00, 15.45], [-24.06, 19.10, 14.93], [-25.82, 18.97, 10.79], [-24.81, 19.34, 10.82], [-26.28, 19.61, 11.53], [-26.14, 19.12, 9.77], [-25.86, 17.93, 11.06], [-27.03, 20.93, 17.61], [-27.46, 20.00, 17.93], [-27.11, 21.09, 16.55], [-27.50, 21.72, 18.18], [-25.97, 20.90, 17.83], [-22.20, 20.89, 18.31], [-22.53, 20.78, 19.66], [-21.54, 20.70, 20.64], [-20.74, 19.38, 20.78], [-21.42, 18.23, 21.36], [-22.60, 17.73, 20.60], [-23.28, 16.58, 21.42], [-24.65, 16.90, 20.91], [-25.28, 17.79, 21.76], [-21.93, 19.85, 18.09], [-21.39, 21.54, 17.97], [-23.11, 21.20, 17.80], [-22.10, 20.85, 21.56], [-20.73, 21.42, 20.55], [-19.93, 19.60, 21.48], [-20.05, 19.12, 19.98], [-21.69, 18.48, 22.30], [-22.29, 17.31, 19.64], [-23.18, 18.61, 20.30], [-23.27, 16.63, 22.51], [-22.90, 15.59, 21.17], [-24.73, 18.72, 21.89], [-25.49, 17.52, 22.80], [-26.22, 18.11, 21.31], [-24.52, 11.56, 9.94], [-24.82, 12.37, 11.11], [-25.77, 13.42, 10.91], [-25.87, 14.33, 12.17], [-26.30, 13.63, 13.41], [-25.34, 12.81, 14.12], [-24.01, 13.59, 14.55], [-24.30, 14.82, 15.31], [-23.14, 15.61, 15.27], [-25.38, 10.93, 9.70], [-23.66, 10.88, 9.97], [-24.36, 12.25, 9.11], [-26.70, 13.01, 10.53], [-25.38, 14.00, 10.07], [-26.75, 14.96, 12.08], [-25.06, 15.00, 12.47], [-27.03, 13.04, 13.05], [-24.90, 11.92, 13.66], [-25.70, 12.45, 15.08], [-23.56, 13.87, 13.60], [-23.29, 13.05, 15.16], [-22.32, 15.13, 15.80], [-23.24, 16.56, 15.81], [-22.97, 15.90, 14.23], [-26.98, 22.25, 12.65], [-26.70, 23.17, 13.75], [-27.88, 23.65, 14.47], [-27.35, 24.44, 15.62], [-26.30, 23.77, 16.50], [-26.07, 24.36, 17.86], [-24.88, 23.61, 18.57], [-24.20, 24.45, 19.45], [-23.08, 23.87, 20.04], [-27.64, 22.70, 11.91], [-27.31, 21.27, 12.99], [-26.03, 22.11, 12.11], [-28.58, 22.87, 14.78], [-28.49, 24.27, 13.82], [-28.16, 24.65, 16.31], [-26.94, 25.34, 15.15], [-26.54, 22.82, 16.74], [-26.88, 24.36, 18.59], [-25.77, 25.37, 17.57], [-24.19, 23.11, 17.89], [-25.31, 22.75, 19.09], [-22.33, 23.71, 19.27], [-23.26, 22.87, 20.44], [-22.65, 24.55, 20.78], [-22.98, 24.18, 10.40], [-23.26, 22.76, 10.87], [-22.20, 21.62, 10.58], [-23.56, 22.85, 12.28], [-23.76, 24.91, 10.63], [-22.91, 24.19, 9.31], [-22.05, 24.65, 10.72], [-24.18, 22.45, 10.38], [-22.84, 20.73, 10.60], [-21.32, 21.63, 11.21], [-21.98, 21.81, 9.53], [-23.64, 21.91, 12.49], [-20.69, 19.23, 13.45], [-20.31, 18.70, 14.88], [-19.33, 19.54, 15.66], [-21.41, 18.35, 15.71], [-20.99, 20.28, 13.47], [-21.54, 18.67, 13.06], [-19.89, 19.16, 12.71], [-19.74, 17.81, 14.63], [-19.39, 19.32, 16.72], [-19.64, 20.58, 15.76], [-18.28, 19.37, 15.41], [-22.24, 18.33, 15.23]],
  "lowdin_spin": [-0.1842, 1.1109, -0.2073, 1.1314, 0.0006, 0.0153, 0.0090, 0.0079, -0.0007, 0.0053, 0.0111, 0.0038, 0.0016, 0.0309, 0.0164, -0.0009, 0.0015, 0.0030, 0.0256, 0.0073, 0.0000, 0.0010, 0.0082, -0.0003, 0.0000, 0.0000, 0.0000, 0.0000, 0.0000, 0.0000, 0.0000, 0.0000, -0.0001, 0.0000, -0.0002, 0.0000, 0.0000, 0.0000, 0.0000, 0.0000, 0.0000, -0.0001, 0.0000, 0.0000, 0.0000, 0.0000, 0.0000, 0.0000, 0.0000, 0.0000, -0.0002, 0.0000, 0.0000, 0.0000, -0.0001, -0.0003, 0.0000, 0.0000, 0.0000, 0.0000, 0.0000, 0.0000, -0.0003, 0.0000, 0.0000, 0.0000, 0.0000, 0.0000, 0.0000, 0.0000, -0.0003, 0.0000, 0.0001, 0.0000, 0.0001, 0.0006, 0.0000, 0.0006, 0.0001, 0.0000, 0.0000, 0.0000, 0.0000, 0.0000, 0.0000, 0.0000, 0.0000, 0.0004, 0.0000, 0.0000, 0.0001, 0.0005, 0.0000, 0.0000, 0.0000, 0.0000, 0.0002, 0.0003, 0.0006, 0.0000, 0.0000, 0.0000, 0.0001, 0.0005, 0.0000, 0.0000, 0.0002, 0.0000, 0.0000, 0.0000, 0.0000, 0.0000, -0.0002, 0.0000, 0.0000, 0.0000, 0.0000, 0.0000, 0.0000],
  "e_lumo_ev": [1.392, 1.391],
  "multiplicity": 3,
  "s_squared": 2.05,
  "total_energy_ha": -5977.92903,
  "total_charge": -1
}